(1)
Entry from OMol25: C19H36AsN5O7Si2Sn as an isolated structure (ωB97M-V/def2-TZVPD).

Each line ends with the Löwdin charge.
Positions of all 71 atoms, in Å:
1 Sn 0.3587 -0.6281 -1.6658  1.303
2 N 3.9814 -4.1000 2.2226  0.261
3 C 2.9831 -2.9525 2.0103  -0.251
4 C 3.6690 -1.7100 1.4694  -0.084
5 C 3.9355 -1.7060 -0.0564  -0.330
6 N 3.1120 -0.6153 -0.6516  0.002
7 C 3.6237 -3.0488 -0.7296  -0.104
8 C 2.2549 -3.6428 -0.3750  -0.326
9 N 1.2330 -3.0872 -1.2983  -0.036
10 C 1.8465 -3.4072 1.1077  -0.071
11 H 4.7272 -3.8268 2.8549  0.176
12 H 4.4072 -4.3895 1.3548  0.145
13 H 3.5224 -4.9127 2.6241  0.178
14 H 2.6026 -2.7451 3.0077  0.161
15 H 4.5796 -1.4838 2.0336  0.134
16 H 2.9718 -0.9118 1.6878  0.101
17 H 4.9929 -1.5130 -0.2175  0.142
18 H 3.3340 -0.5245 -1.6409  0.072
19 H 3.3794 0.2742 -0.2391  0.087
20 H 4.4350 -3.7494 -0.5055  0.116
21 H 3.6738 -2.9364 -1.8163  0.131
22 H 2.2949 -4.7182 -0.5311  0.145
23 H 0.3233 -3.4862 -1.0613  0.014
24 H 1.4151 -3.4388 -2.2360  0.101
25 H 1.3738 -4.3033 1.5203  0.135
26 H 1.0877 -2.6241 1.1491  0.123
27 O -3.0963 2.1719 -0.2944  0.111
28 C -2.6006 1.1972 -0.7914  -0.505
29 O -1.3957 1.2271 -1.4602  -0.540
30 C -3.2069 -0.1566 -0.7379  -0.046
31 C -4.5826 -0.2682 -0.8268  0.098
32 C -5.1760 -1.5011 -0.7289  -0.101
33 C -4.4271 -2.6396 -0.5756  0.101
34 C -3.0527 -2.5250 -0.5138  -0.040
35 C -2.3769 -1.2815 -0.5231  -0.257
36 O -1.0682 -1.1631 -0.2525  -0.334
37 N -2.3019 -3.7942 -0.4641  -0.295
38 O -2.7467 -4.7067 0.1886  0.152
39 O -1.2791 -3.8736 -1.1500  0.017
40 N -6.6580 -1.6056 -0.8211  -0.330
41 O -7.1478 -2.7206 -0.7606  0.107
42 O -7.2799 -0.5629 -0.9451  0.105
43 H -5.1981 0.6118 -0.9577  0.149
44 H -4.9056 -3.6083 -0.5338  0.147
45 C 1.3007 5.2091 -1.4170  -0.215
46 Si -0.2680 4.3243 -1.8056  0.335
47 C -1.7699 5.1683 -1.1869  -0.187
48 C -0.3827 3.7913 -3.5622  -0.214
49 As 0.0417 2.1708 -0.7033  1.011
50 Si -0.3791 2.3848 1.6823  0.340
51 C 0.7491 1.0370 2.2905  -0.247
52 C 0.3653 4.0334 2.0412  -0.212
53 C -2.0405 2.1576 2.4229  -0.184
54 H 1.3698 6.1207 -2.0291  0.055
55 H 2.1758 4.5872 -1.6376  0.037
56 H 1.3396 5.5109 -0.3624  0.025
57 H -1.9317 6.0767 -1.7853  0.058
58 H -1.6663 5.4603 -0.1352  0.034
59 H -2.6447 4.5244 -1.2766  0.030
60 H -0.5649 4.6592 -4.2092  0.053
61 H -1.2113 3.0893 -3.7000  0.035
62 H 0.5441 3.3110 -3.8869  0.038
63 H 1.7766 1.2603 1.9818  0.020
64 H 0.4264 0.0772 1.8603  0.009
65 H 0.7244 0.9563 3.3878  0.050
66 H 1.3630 4.1342 1.5979  0.033
67 H 0.4578 4.1689 3.1271  0.055
68 H -0.2671 4.8421 1.6529  0.031
69 H -2.3938 1.1254 2.3068  0.047
70 H -2.7834 2.8237 1.9809  0.039
71 H -1.9492 2.3823 3.4954  0.059

Values from the calculation:
* HOMO-LUMO gap: 7.78 eV
* largest force on an atom: 0.83 eV/A
* net charge: +2
* spin multiplicity: 1
* E_HOMO: -13.7 eV
* relative energy (zero: lowest compared OMol25 entry of this formula, charge and spin): 19.7 kcal per mole
* LUMO level: -5.889 eV

(2)
Entry from OMol25: a 5-piece molecular cluster, C19H36B2NO11 overall (ωB97M-V/def2-TZVPD).

Each line ends with the Löwdin charge.
Positions of all 69 atoms, in Å:
1 C 5.0153 1.6729 0.1195  -0.047
2 C 5.6259 0.7637 -0.9274  -0.395
3 O 5.6931 1.5504 -2.1179  -0.051
4 C 4.7586 -0.5058 -1.1251  -0.275
5 O 3.8945 -0.3943 -2.1948  -0.161
6 B 2.4292 -0.7313 -1.9174  -0.433
7 B 1.4040 0.6281 -1.7772  -0.545
8 N 0.0565 0.5440 -1.1082  0.100
9 O 1.6789 1.8824 -2.3347  0.070
10 H 4.1114 2.1127 -0.3100  0.073
11 H 4.6929 1.0792 0.9746  0.084
12 H 5.6805 2.4798 0.4287  0.073
13 H 6.6392 0.4798 -0.6165  0.130
14 H 5.9442 0.9756 -2.8405  0.082
15 H 4.2138 -0.6795 -0.1881  0.099
16 H 5.4364 -1.3687 -1.2580  0.106
17 H 2.3101 -1.4854 -0.9284  0.041
18 H 1.9671 -1.3757 -2.8817  0.051
19 H 0.2517 0.2185 -0.1635  0.046
20 H -0.4583 -0.2399 -1.5144  0.029
21 H 2.5555 2.1725 -2.0808  0.056
22 O -2.4859 -1.1262 -1.2713  0.119
23 C -3.0885 -0.6070 -0.3852  -0.482
24 O -3.4506 -1.2888 0.7463  0.012
25 C -4.2326 -0.4430 1.6005  -0.172
26 C -3.8805 0.9843 1.1934  -0.144
27 C -3.5744 0.8202 -0.2959  -0.083
28 H -5.2896 -0.6635 1.4326  0.105
29 H -3.9818 -0.6761 2.6339  0.118
30 H -4.6753 1.6950 1.4147  0.110
31 H -2.9799 1.3051 1.7190  0.115
32 H -4.4693 0.9097 -0.9050  0.094
33 H -2.8044 1.5021 -0.6491  0.119
34 O 1.8258 2.2243 1.7201  0.139
35 C 2.0933 3.3829 1.7600  -0.487
36 O 3.1885 3.8825 2.4030  0.012
37 C 3.1697 5.3153 2.3587  -0.169
38 C 2.2875 5.6784 1.1663  -0.155
39 C 1.2905 4.5204 1.1543  -0.069
40 H 2.7593 5.6850 3.3027  0.120
41 H 4.1950 5.6647 2.2595  0.120
42 H 1.8347 6.6644 1.2560  0.108
43 H 2.8814 5.6597 0.2521  0.117
44 H 0.4278 4.7065 1.7963  0.127
45 H 0.9494 4.2407 0.1607  0.128
46 O 5.8667 -2.6541 1.2259  0.111
47 C 4.8742 -3.3111 1.1051  -0.477
48 O 4.2204 -3.8352 2.1805  0.009
49 C 3.1055 -4.6288 1.7413  -0.169
50 C 2.7724 -4.1237 0.3407  -0.151
51 C 4.1431 -3.6931 -0.1697  -0.076
52 H 3.4124 -5.6792 1.7421  0.116
53 H 2.2952 -4.4991 2.4555  0.117
54 H 2.2766 -4.8712 -0.2753  0.114
55 H 2.1240 -3.2491 0.3984  0.100
56 H 4.6926 -4.5108 -0.6428  0.131
57 H 4.0938 -2.8452 -0.8473  0.083
58 O -6.1997 -0.2939 -1.1452  0.134
59 C -7.1831 -0.9478 -0.9698  -0.463
60 O -8.0896 -0.6500 -0.0048  0.023
61 C -9.1056 -1.6653 0.0556  -0.157
62 C -9.0835 -2.3392 -1.3140  -0.153
63 C -7.6099 -2.2072 -1.6989  -0.065
64 H -8.8494 -2.3576 0.8603  0.126
65 H -10.0523 -1.1860 0.2915  0.121
66 H -9.4521 -3.3621 -1.2892  0.113
67 H -9.7001 -1.7738 -2.0136  0.116
68 H -7.0047 -3.0333 -1.3223  0.136
69 H -7.4374 -2.0990 -2.7654  0.127

Values from the calculation:
* HOMO-LUMO gap: 4.90 eV
* largest force on an atom: 1.05 eV/A
* net charge: -1
* spin multiplicity: 1
* E_HOMO: -3.0 eV
* LUMO level: 1.897 eV

(3)
Entry from OMol25: C19H36Br3Cl3NO6PSSi2 as an isolated structure (ωB97M-V/def2-TZVPD).

Each line ends with the Löwdin spin population.
Positions of all 72 atoms, in Å:
1 C 0.5990 0.2412 -1.0842  0.000
2 C -0.5873 -0.6771 -1.7520  0.000
3 Cl 0.1264 -1.4923 -3.2682  0.000
4 C -1.9660 0.1361 -2.1196  0.000
5 Cl -1.7222 1.9290 -2.5492  0.000
6 Si -3.4013 -0.1529 -0.8061  0.000
7 C -3.9686 -1.9681 -1.0834  0.000
8 C -4.3160 -2.3334 -2.6781  0.000
9 C -5.5218 -3.4801 -2.6518  0.000
10 Cl -6.4050 -3.6804 -4.2686  0.000
11 O -4.5846 1.0871 -1.1243  0.000
12 Si -6.2390 0.5873 -0.9020  0.000
13 Br -6.7068 -0.5800 0.9991  0.000
14 C -7.0239 -0.3031 -2.4672  0.000
15 O -6.7223 0.0836 -3.7098  0.000
16 O -8.0194 -1.4138 -2.3015  0.000
17 P -7.4112 2.4929 -0.7352  0.000
18 O -6.3951 3.8020 -1.3756  0.000
19 O -7.5010 2.8205 1.0072  0.000
20 S -9.1574 2.3935 -1.5856  0.000
21 C -2.5811 -0.0670 0.9336  0.000
22 Br -3.3351 -1.4307 2.2512  0.000
23 C -2.6703 1.3834 1.6873  0.000
24 C -2.3708 2.6883 0.7434  0.000
25 Br -4.3751 1.7397 2.6688  0.000
26 H 0.1623 1.0758 -0.3889  0.000
27 H 1.2226 0.7651 -1.9364  0.000
28 H 1.3606 -0.3792 -0.4057  0.000
29 H -0.8183 -1.5376 -0.9600  0.000
30 H -2.3860 -0.3731 -3.1147  0.000
31 H -3.0237 -2.6536 -0.8326  0.000
32 H -4.8266 -2.3482 -0.3867  0.000
33 H -4.5925 -1.3827 -3.3104  0.000
34 H -3.3939 -2.8539 -3.1796  0.000
35 H -5.0251 -4.5358 -2.4067  0.000
36 H -6.2827 -3.2940 -1.7523  0.000
37 H -5.7787 4.1182 -0.6314  0.000
38 H -7.9674 2.0402 1.4281  0.000
39 H -1.4198 -0.3388 0.8824  0.000
40 H -1.8106 1.3756 2.5163  0.000
41 H -2.2083 3.6089 1.4855  0.000
42 H -3.2442 3.0044 0.0319  0.000
43 H -1.3458 2.5360 0.1990  0.000
44 C 7.5188 0.9423 1.1496  0.001
45 C 5.9867 1.1336 0.9816  0.021
46 C 5.3471 1.3727 2.3742  0.012
47 C 5.3296 0.1126 3.2340  0.001
48 C 4.6514 -1.0397 2.5037  0.012
49 C 5.1836 -1.2954 1.0669  0.021
50 N 5.3814 -0.0408 0.2670  0.303
51 O 4.1211 0.3596 -0.2089  0.623
52 C 6.5214 -2.0783 1.1189  0.001
53 C 4.2031 -2.3146 0.3882  -0.001
54 C 5.8857 2.4563 0.1514  -0.001
55 H 8.0063 1.8879 1.4213  0.000
56 H 7.7922 0.2509 1.9455  0.000
57 H 7.9805 0.5986 0.2179  0.001
58 H 4.3156 1.7332 2.2581  0.003
59 H 5.8860 2.1639 2.9093  0.001
60 H 6.3447 -0.1706 3.5286  0.000
61 H 4.7899 0.3192 4.1654  0.001
62 H 4.7504 -1.9490 3.1103  0.001
63 H 3.5751 -0.8188 2.4590  0.002
64 H 6.9574 -2.1808 0.1183  0.001
65 H 6.3693 -3.0950 1.5055  0.000
66 H 7.2687 -1.6345 1.7742  0.000
67 H 3.1655 -1.9629 0.3893  -0.001
68 H 4.1980 -3.2724 0.9238  0.000
69 H 4.4967 -2.5200 -0.6481  0.000
70 H 6.3462 2.3350 -0.8374  0.000
71 H 6.4075 3.2788 0.6565  0.000
72 H 4.8539 2.7956 0.0100  -0.001

Values from the calculation:
* HOMO-LUMO gap (alpha / beta): 6.57 / 5.63 eV
* ⟨S²⟩: 0.755
* largest force on an atom: 7.93 eV/A
* net charge: -1
* spin multiplicity: 2
* E_HOMO (alpha / beta): -4.9 / -4.9 eV
* LUMO level (alpha / beta): 1.626 / 0.685 eV